[1]
Formula: C13H31AsBCoIO5PTe
Source: the Open Molecules 2025 dataset
Level of theory: ωB97M-V/def2-TZVPD

highest occupied orbital energy (spin up / spin down): -3.97 / -4.53 eV
ΔE to the lowest compared entry with this formula, charge and spin: 64.5 kJ/mol
calculated total energy: -5440.8812 Eh

The geometry in ORCA input format:
```
! RIJCOSX wB97M-V def2-TZVPD def2/J DEFGRID3
* xyz -1 4
Co 0.00216 0.13041 0.28749
C 5.54416 3.58301 -1.02641
C 4.83586 2.92341 0.14959
O 3.91726 1.97031 -0.30441
P 2.59886 1.58271 0.60169
O 1.92616 0.56041 -0.24471
Te 1.46796 3.52141 1.32269
O 3.28276 0.75791 1.82599
C 3.72096 1.36401 3.01489
C 2.87516 0.91701 4.19599
H 6.24806 4.32181 -0.64691
H 4.82266 4.07431 -1.67521
H 6.08036 2.83401 -1.60711
H 4.30996 3.69131 0.74129
H 5.57756 2.44451 0.80439
H 3.67396 2.45951 2.92059
H 4.76846 1.06931 3.16209
H 1.86356 1.29881 4.09529
H 3.31576 1.28491 5.12169
H 2.81686 -0.16789 4.22219
I -0.59344 -0.32279 2.67839
C -3.61054 -3.04299 -2.15991
C -2.52794 -2.91549 -1.09041
C -3.11284 -3.35479 0.25999
O -2.11994 -1.56129 -0.94741
B -0.74894 -1.50939 -0.68311
O -0.20824 -2.76499 -0.89121
C -1.18764 -3.64309 -1.42921
C -0.92244 -3.74199 -2.94081
C -1.05224 -5.03709 -0.82121
H -4.51844 -2.55229 -1.81641
H -3.82674 -4.09559 -2.33131
H -3.30844 -2.58119 -3.09501
H -3.91734 -2.67189 0.52619
H -2.35204 -3.29019 1.03329
H -3.50934 -4.36729 0.21409
H -1.03144 -2.76429 -3.40751
H -1.59284 -4.45399 -3.42081
H 0.10536 -4.06979 -3.08601
H -1.08664 -5.00159 0.26159
H -0.09684 -5.46539 -1.11571
H -1.85384 -5.67619 -1.18861
C -1.44974 3.55581 -1.21001
As -1.50824 2.01091 0.01169
C -2.27934 2.97301 1.55249
C -3.19514 1.29031 -0.66571
H -2.39064 4.10231 -1.14521
H -1.29954 3.22481 -2.23781
H -0.63374 4.22541 -0.93671
H -3.32854 3.19791 1.34839
H -1.73144 3.90411 1.70899
H -2.21314 2.36931 2.45859
H -3.97254 2.05671 -0.70611
H -3.52644 0.47381 -0.02571
H -3.04704 0.87801 -1.66291
*
```

natural (NBO) population analysis, charges in e, atoms 1 to 8: number 1, Co, carries 1.020; number 2, C, carries -0.617; number 3, C, carries -0.074; number 4, O, carries -0.819; number 5, P, carries 2.007; number 6, O, carries -1.173; number 7, Te, carries -0.611; number 8, O, carries -0.828

---

[2]
Formula: C13H31BClInNO2
Source: the Open Molecules 2025 dataset
Level of theory: ωB97M-V/def2-TZVPD

highest occupied orbital energy: -4.27 eV
calculated total energy: -1394.4479 Eh

The geometry in ORCA input format:
```
! RIJCOSX wB97M-V def2-TZVPD def2/J DEFGRID3
* xyz -1 1
C 5.43058 -0.28552 0.34668
O 4.28495 -1.09298 0.19396
C 3.27607 -0.89175 1.17422
C 1.91124 -1.01569 0.52974
C 1.69992 -2.34262 -0.21452
C 0.25139 -2.84880 -0.17625
C -0.55042 -2.48026 -1.42376
C -2.05301 -2.72385 -1.28268
C -2.73314 -1.97574 -0.12922
C -2.43973 -0.47859 -0.07645
C -2.82153 0.17683 1.24985
C -2.34659 1.62869 1.31484
C -0.90120 1.75366 1.81375
C -0.22734 3.11525 1.59546
In -0.75280 4.13134 -0.30882
Cl 1.03933 5.83526 -0.57931
B -0.76690 2.69622 -2.11927
N 0.29201 1.77046 -2.42694
O -1.85542 2.68512 -3.01757
H 6.28759 -0.83263 -0.04977
H 5.32630 0.65772 -0.20215
H 5.62374 -0.05409 1.40044
H 3.38692 0.09885 1.62999
H 3.39380 -1.64184 1.97108
H 1.15746 -0.90267 1.31619
H 1.79382 -0.16948 -0.15348
H 1.99063 -2.19921 -1.25972
H 2.38310 -3.09715 0.18701
H 0.23594 -3.93854 -0.06676
H -0.24424 -2.43192 0.70620
H -0.35119 -1.43641 -1.69011
H -0.18030 -3.07635 -2.26517
H -2.55241 -2.47503 -2.22543
H -2.20679 -3.79977 -1.13199
H -2.44728 -2.43442 0.82393
H -3.81593 -2.11589 -0.22016
H -1.37451 -0.29280 -0.24846
H -2.97613 0.02549 -0.89011
H -3.90397 0.10529 1.40452
H -2.33918 -0.39280 2.05661
H -2.41467 2.06616 0.31183
H -3.00647 2.22867 1.94963
H -0.91509 1.48202 2.88200
H -0.30310 0.97056 1.32531
H -0.42655 3.78612 2.43725
H 0.85982 2.97669 1.57851
H -2.25661 5.03620 -0.12737
H 0.08007 1.11750 -3.17841
H 0.70100 1.27848 -1.64463
H -2.24313 1.80422 -3.09054
*
```

Löwdin population analysis, charges in e, atoms 1 to 8: number 1, C, carries -0.117; number 2, O, carries -0.196; number 3, C, carries -0.240; number 4, C, carries -0.178; number 5, C, carries -0.192; number 6, C, carries -0.206; number 7, C, carries -0.227; number 8, C, carries -0.215